This record from OMol25 describes one molecule with the formula C6H12FN. The level of theory is the ωB97M-V functional and the def2-TZVPD basis.

E = -10620.6815 eV
charge = 0
frontier orbital gap = 10.04 eV
ΔE to the lowest compared entry with this formula, charge and spin = 335.9 kJ/mol
HOMO energy = -9.2 eV
spin multiplicity = 1

Geometry as XYZ:
```
20
Properties=species:S:1:pos:R:3:forces:R:3:mulliken_charge:R:1
F -0.37911 -2.48912 -0.83871 -0.81 -0.47 -1.71 -0.31
N 0.99021 -0.18087 -0.36258 2.06 4.92 -0.40 -0.31
C -0.04597 -0.96763 1.28246 -1.48 -0.16 0.73 -0.63
C -0.43076 -0.33288 -0.19133 -1.93 -2.31 2.26 1.25
C 1.28750 -0.26225 1.09467 2.03 -3.49 -0.75 -0.54
C -1.08978 -1.32705 -1.19715 0.19 0.60 2.46 -0.49
C -1.30230 0.86182 -0.00174 -0.83 0.26 2.08 -1.91
C 1.33562 1.28591 -0.77058 1.68 0.38 -1.43 -0.69
H -0.48408 -0.39466 2.14451 -0.62 -1.15 -0.76 0.25
H 1.30582 0.70655 1.60585 0.33 -0.26 -0.09 0.25
H -2.24603 0.66403 0.58197 0.57 -0.45 -1.18 0.42
H -0.89390 -0.95026 -2.23053 -0.23 -0.91 0.56 0.28
H 2.23777 -0.95769 1.32015 -1.83 1.94 -0.35 0.27
H -2.21584 -1.47083 -0.91568 2.05 0.18 -0.87 0.28
H 1.26917 2.09848 0.20100 0.32 -2.29 -2.92 0.19
H -0.86414 1.53529 0.71775 0.61 0.58 -0.04 0.47
H 0.63698 1.64645 -1.63819 1.22 -0.63 1.73 0.26
H -0.10214 -2.12294 1.41092 0.26 2.34 -0.28 0.28
H -1.48408 1.38509 -0.90074 -0.50 0.68 -0.97 0.44
H 2.47506 1.27256 -1.31206 -3.09 0.25 1.94 0.24
```
Forces are in eV/Å.